ORCA calculation (ωB97M-V/def2-TZVPD) on a 2-piece molecular cluster, C6H11NO5PS overall in a non-equilibrium geometry.

XYZ file:
```
25
Properties=species:S:1:pos:R:3:forces:R:3
C -0.213 -0.948 -1.038 -2.0926 -1.0683 -0.0477
C -0.298 1.369 -0.540 2.0937 1.9285 -2.7266
C 0.891 -1.911 -1.349 -0.2732 -0.5213 -1.7754
C 2.206 -1.225 -1.109 -2.1574 1.5078 -1.3529
C 1.826 0.018 -0.303 1.5461 -1.4849 0.9423
C -2.160 2.813 -0.066 0.5594 1.9550 -4.3256
N 0.335 0.073 -0.225 0.6416 1.9061 0.9980
O -1.419 -0.932 -1.132 1.3219 -0.8353 -1.2678
O 0.286 2.079 -1.311 -0.2181 -0.0853 0.5067
O -1.807 -0.905 1.379 0.5711 -0.5318 0.4357
O 0.414 -1.504 2.051 0.5567 2.2532 -0.3281
O -1.446 1.593 -0.012 -0.6594 -1.6822 2.5617
P -0.440 -0.173 1.699 0.6068 -0.5431 1.1832
S -0.211 0.218 4.885 -0.0589 -0.0143 0.0440
H 0.817 -2.734 -0.689 -0.5123 -0.9373 0.9789
H 0.840 -2.384 -2.339 -0.4125 0.4105 0.1604
H 2.800 -1.858 -0.552 1.7183 -1.0583 0.7975
H 2.628 -0.873 -2.035 0.4733 -0.3886 -0.3036
H 2.282 -0.223 0.636 -0.6806 0.2879 1.3547
H 2.512 0.764 -0.644 -1.1716 1.6760 -0.5024
H -1.747 3.395 -0.983 -0.4511 -0.6823 1.7472
H -2.208 3.470 0.776 0.6483 -0.3126 1.0034
H -3.142 2.566 -0.400 -0.7850 -0.3832 0.1849
H -2.630 -0.420 1.336 -0.3069 0.4635 -0.1989
H -0.117 -2.268 1.967 -0.9575 -1.8597 -0.0695
```
Positions in Å, forces in eV/Å.

E_tot (hartree): -1405.37414
Maximum force (eV/Å): 4.78
Relative energy (zero: lowest compared OMol25 entry of this formula, charge and spin) (kcal/mol): 121.9
Net charge: +1

Atom charges from the Mulliken analysis, given in e for atoms 1 to 6:
1 C 0.549
2 C 0.589
3 C -0.700
4 C -0.555
5 C -0.583
6 C -0.818